No. 1
# C14H27AsF6NO4S5Tc

A structure of composition C14H27AsF6NO4S5Tc (wB97M-V/def2-TZVPD, the OMol25 dataset).

As for the HOMO-LUMO gap (spin up / spin down): 8.46 / 7.19 eV. As for the energy above the lowest of the compared OMol25 structures with the same formula, charge and spin: 0.0 kcal per mole. As for the electronic energy: -5811.02488 Eh.

The geometry in ORCA input format:
```
! wB97M-V def2-TZVPD RIJCOSX def2/J DEFGRID3
* xyz 3 4
Tc 0.10 -0.07 0.45
As 2.43 0.12 1.58
S 1.06 -0.61 -1.72
S -1.95 1.36 2.31
S -2.11 -0.68 -0.66
S -1.14 2.76 0.09
S 0.22 -2.47 0.88
F -0.80 2.49 4.36
F 0.36 4.48 -1.10
F 0.24 4.78 1.04
F -2.02 0.75 4.80
F -2.97 2.64 4.30
F -1.45 5.30 -0.23
O -2.05 2.49 -0.96
O -0.71 0.45 2.20
O 0.12 1.86 -0.02
O -3.14 0.66 1.98
N -1.64 2.71 1.57
C 1.49 -3.00 -0.32
C 1.58 -1.02 4.12
C -0.38 -0.37 -2.81
C -1.31 -3.23 0.20
C 3.92 -0.06 0.34
C 3.07 2.96 1.36
C -0.43 4.50 -0.06
C -1.93 1.87 4.11
C -2.47 -2.26 0.14
C -1.64 -1.10 -2.37
C 2.50 1.92 2.32
C 2.64 -1.14 3.04
C 5.26 -0.01 1.07
C 1.30 -2.43 -1.72
H 5.41 -0.86 1.73
H 3.14 1.80 3.20
H -3.32 -2.72 -0.38
H 2.43 -2.70 0.12
H -0.08 -0.66 -3.81
H -1.07 -3.64 -0.78
H 5.38 0.91 1.65
H 1.83 -1.70 4.94
H 3.81 -1.01 -0.20
H 3.05 3.93 1.85
H 1.48 -4.09 -0.34
H 6.07 -0.02 0.33
H 4.10 2.75 1.10
H -2.83 -1.97 1.13
H 3.63 -0.90 3.43
H -2.47 -0.80 -3.01
H 1.51 2.16 2.69
H 2.18 -2.64 -2.33
H -1.54 -2.19 -2.46
H 0.58 -1.29 3.76
H -0.53 0.72 -2.82
H -1.55 -4.07 0.86
H 2.49 3.03 0.45
H 1.53 -0.01 4.53
H 3.82 0.74 -0.39
H 0.45 -2.88 -2.22
H 2.70 -2.15 2.62
*
```

=====

No. 2
# C14H27AuClIN2O2P2

A structure of composition C14H27AuClIN2O2P2 (wB97M-V/def2-TZVPD, the OMol25 dataset).

As for the HOMO-LUMO gap (spin up / spin down): 6.21 / 4.66 eV. As for the energy above the lowest of the compared OMol25 structures with the same formula, charge and spin: 232.8 kcal per mole. As for the electronic energy: -2385.00185 Eh.

The geometry in ORCA input format:
```
! wB97M-V def2-TZVPD RIJCOSX def2/J DEFGRID3
* xyz 2 3
Au 1.04 -1.62 -1.28
I -1.54 -2.99 1.44
Cl -0.39 -3.40 -2.49
P -2.08 -1.19 -1.03
P 2.92 -1.24 -0.91
O -1.02 1.45 -1.48
O -0.15 3.48 5.54
N 1.08 4.80 4.20
N 0.15 0.60 1.17
C 3.21 -0.59 -2.51
C -3.29 -0.72 -2.40
C 0.35 3.66 4.44
C -0.51 0.36 2.32
C 0.49 1.88 0.99
C -3.09 -0.12 0.28
C -0.36 0.22 -3.54
C 2.98 -3.07 -0.70
C -0.97 0.45 -2.12
C -0.46 1.24 3.49
C 3.08 -0.20 0.55
C -3.14 -2.83 -0.65
C 0.51 2.84 2.05
C 0.08 2.57 3.32
H 2.48 -0.53 1.44
H 2.78 0.42 -2.55
H 2.38 -3.57 -1.50
H -1.04 -0.56 2.31
H 0.95 3.86 1.93
H -4.39 -0.79 -2.33
H 2.85 0.85 0.27
H -2.85 -3.14 0.40
H 0.72 -0.05 -3.41
H -4.23 -2.73 -0.72
H 0.75 2.14 -0.04
H 2.77 -1.26 -3.27
H -0.84 -0.54 -4.24
H 1.82 4.93 3.53
H 1.30 5.23 5.06
H -4.16 -0.04 0.10
H -0.74 0.79 4.45
H 4.06 -3.08 -0.81
H -2.72 -3.56 -1.34
H -2.90 -0.57 1.25
H 4.30 -0.63 -2.47
H 4.14 -0.47 0.58
H 2.56 -3.31 0.32
H -3.05 0.32 -2.63
H -0.22 1.17 -4.03
H -2.66 0.90 0.27
H -2.99 -1.34 -3.25
*
```

=====

No. 3
# C14H27BNO9

A cluster of 3 separate species, C14H27BNO9 in total (wB97M-V/def2-TZVPD, the OMol25 dataset).

As for the HOMO-LUMO gap: 7.37 eV. As for the electronic energy: -1306.52561 Eh.

The geometry in ORCA input format:
```
! wB97M-V def2-TZVPD RIJCOSX def2/J DEFGRID3
* xyz -1 1
O -4.83 -4.84 -2.09
O -2.12 -3.38 -0.41
O -1.13 -1.38 -1.02
O 8.34 4.91 4.56
O 1.77 2.55 0.41
O 6.99 3.36 3.64
O 1.96 4.53 1.48
O 0.19 4.11 0.14
O 6.14 5.30 4.33
N -1.79 -1.47 -3.18
C 1.36 3.80 0.75
C 3.74 4.90 4.11
C -6.45 -3.10 -1.65
C 0.66 1.91 -0.24
C 7.26 4.56 4.21
C -2.42 -4.50 -2.64
C 5.57 3.22 3.62
C -1.56 -3.63 -1.68
C -3.52 -5.35 -1.88
C -0.05 3.09 -0.84
C -4.99 -3.60 -1.41
C 1.11 0.89 -1.25
C 5.12 4.65 3.55
C -1.04 -2.20 -2.17
B -1.15 -2.34 0.11
H 3.48 5.96 4.03
H -4.84 -3.70 -0.31
H 0.38 3.42 -1.79
H 1.84 1.32 -1.95
H -1.61 -1.95 1.15
H -1.12 2.92 -0.96
H -0.67 -4.28 -1.45
H -3.53 -6.37 -2.31
H 5.25 2.71 4.54
H -0.08 -2.92 0.12
H 3.70 4.65 5.18
H 0.04 -2.34 -2.39
H -2.66 -1.13 -2.82
H 1.61 0.06 -0.75
H -3.00 -3.91 -3.39
H -3.27 -5.46 -0.81
H 2.99 4.32 3.58
H -6.88 -2.67 -0.72
H 0.26 0.49 -1.81
H -4.28 -2.83 -1.76
H -7.13 -3.90 -1.97
H -6.43 -2.29 -2.41
H -1.79 -5.18 -3.24
H -1.91 -2.01 -4.03
H 0.05 1.43 0.53
H 5.24 2.64 2.76
H 5.18 5.04 2.53
*
```

=====

No. 4
# C14H27BiN2O17P4S

A structure of composition C14H27BiN2O17P4S (wB97M-V/def2-TZVPD, the OMol25 dataset).

As for the HOMO-LUMO gap: 9.17 eV. As for the energy above the lowest of the compared OMol25 structures with the same formula, charge and spin: 3.5 kcal per mole. As for the electronic energy: -3916.96104 Eh.

The geometry in ORCA input format:
```
! wB97M-V def2-TZVPD RIJCOSX def2/J DEFGRID3
* xyz 0 1
Bi -0.11 0.57 2.22
S 2.75 3.68 -2.87
P 2.38 -1.88 2.45
P -3.13 -1.65 1.61
P 0.94 -1.17 5.12
P -1.85 -0.42 -0.88
O 3.76 -1.40 2.68
O 3.28 4.77 -3.68
O -2.42 0.37 -2.15
O -1.58 -1.87 -1.49
O 1.44 -0.85 1.73
O -0.33 3.43 1.84
O -4.26 -1.57 2.56
O 2.33 -3.27 1.58
O -0.63 -1.68 5.40
O -1.64 -1.48 2.01
O -0.61 0.15 -0.26
O 0.67 0.14 4.32
O 1.39 2.02 1.57
O -3.46 0.94 0.58
O 1.81 -1.19 6.32
O -2.99 -3.08 0.87
O 3.53 3.05 -1.85
N 1.38 4.32 -2.18
N 0.19 -3.28 3.42
C -4.61 -0.73 -0.73
C 1.38 4.04 0.29
C 0.64 1.43 -5.46
C 1.27 2.53 -4.89
C 1.05 0.09 -3.50
C 1.87 1.12 -3.03
C -0.77 -0.58 -5.17
C 1.44 -2.54 3.93
C 0.34 0.32 -4.70
C 0.75 3.70 -1.04
C -3.38 -0.42 0.15
C 0.77 3.15 1.31
C 2.33 -3.60 4.67
C 1.95 2.31 -3.74
H 2.97 -3.24 0.83
H 2.47 3.82 0.17
H -1.31 -0.09 -6.00
H -0.98 -1.32 6.20
H 1.03 -0.80 -2.92
H -0.34 -3.72 4.20
H 0.42 -4.03 2.78
H 2.27 -4.63 4.22
H 1.41 5.32 -2.17
H -3.14 1.10 1.50
H 0.25 1.50 -6.49
H -1.77 1.02 -2.50
H -1.44 -0.89 -4.32
H -0.30 -1.52 -5.59
H -0.42 -2.63 2.90
H -3.81 -3.52 0.82
H -5.44 -0.92 -0.05
H -1.39 -2.56 -0.81
H 2.43 0.96 -2.17
H -4.41 -1.56 -1.46
H 1.22 5.06 0.57
H 0.90 2.60 -1.17
H 1.27 3.54 -5.38
H 3.33 -3.32 4.54
H -0.35 3.90 -1.07
H 2.12 -3.61 5.72
H -4.87 0.10 -1.36
*
```

=====

No. 5
# C14H27BrCrNO9P2Si2Te

A structure of composition C14H27BrCrNO9P2Si2Te (wB97M-V/def2-TZVPD, the OMol25 dataset).

As for the HOMO-LUMO gap (spin up / spin down): 8.74 / 8.42 eV. As for the energy above the lowest of the compared OMol25 structures with the same formula, charge and spin: 0.0 kcal per mole. As for the electronic energy: -6430.24364 Eh.

The geometry in ORCA input format:
```
! wB97M-V def2-TZVPD RIJCOSX def2/J DEFGRID3
* xyz 0 4
Te -0.32 1.00 0.05
Br 2.74 -0.11 -2.80
Cr 0.99 -1.40 0.17
P 2.23 -2.68 1.94
P 3.99 -0.68 1.06
Si 0.85 2.85 2.43
Si -3.32 0.67 -1.32
O 2.30 -3.96 2.86
O 2.65 -0.34 0.37
O 4.88 -1.49 0.03
O -0.73 -2.23 0.20
O 2.09 -3.16 0.53
O 1.11 -1.69 2.20
O -1.91 -3.82 -0.78
O 3.56 -1.87 2.11
O 4.76 0.35 1.75
N 0.87 -1.94 -1.81
C 1.67 -1.69 -2.81
C 1.63 2.80 4.12
C -0.08 1.22 2.18
C -2.99 2.43 -1.84
C 2.17 3.08 1.20
C -0.15 -3.62 -3.12
C -0.47 4.22 2.23
C -0.07 -2.90 -1.97
C -5.07 0.47 -0.74
C -1.00 -3.04 -0.76
C 0.78 -3.44 -4.14
C 1.71 -2.47 -3.96
C -2.93 -0.44 -2.74
C -2.36 0.21 0.15
H -3.66 2.78 -2.63
H 0.77 -4.06 -5.03
H -2.82 0.68 1.02
H 2.40 2.04 4.12
H 0.88 2.54 4.90
H -0.68 4.28 1.21
H 2.55 -3.74 3.78
H -1.12 1.36 2.53
H 4.45 -2.26 -0.34
H 0.31 0.29 2.55
H -0.91 -4.39 -3.14
H 2.77 2.15 1.15
H 2.09 3.77 4.31
H 2.83 3.90 1.49
H 2.47 -2.26 -4.70
H -3.14 3.06 -0.94
H -5.14 -0.41 -0.08
H -5.80 0.41 -1.53
H -5.31 1.36 -0.11
H 1.81 3.27 0.18
H -0.14 5.23 2.64
H -3.41 -0.12 -3.68
H -3.22 -1.43 -2.41
H -1.41 3.97 2.73
H -2.01 2.59 -2.24
H -1.86 -0.49 -2.92
H -2.28 -0.87 0.32
*
```